a:
C10H16N | ωB97M-V with the def2-TZVPD basis set

Each line ends with the Mulliken charge.
Positions of all 27 atoms, in Å:
1 C -1.9679 0.5661 1.3414  -0.604
2 C 1.2063 -1.3312 -0.7938  -1.028
3 C 0.9455 0.0956 -1.2626  -0.497
4 C -0.1718 -1.4223 1.2592  -0.878
5 C 1.7926 0.0863 0.9417  -1.132
6 C 1.2628 -1.3462 0.7104  0.096
7 C -0.7101 -0.0526 0.9016  0.503
8 C 0.8657 0.8597 0.0584  0.976
9 C 0.6487 2.2791 0.0959  -1.666
10 C -2.8277 -0.2963 -0.9781  -0.836
11 N -2.0491 0.1150 0.1482  0.060
12 H -2.8049 1.1723 1.7912  0.468
13 H 0.5023 -2.0335 -1.1272  0.356
14 H 2.2006 -1.6749 -1.1542  0.421
15 H 1.9054 0.4259 -1.7433  0.395
16 H -0.0751 0.1542 -1.7675  0.217
17 H -0.5823 -2.3569 0.7566  0.322
18 H -0.3388 -1.6008 2.3790  0.334
19 H 1.7882 0.3407 1.9370  0.465
20 H 2.8093 0.1488 0.5350  0.373
21 H 1.7958 -2.1822 0.9343  0.481
22 H 0.2372 2.6235 1.1224  0.312
23 H -0.1129 2.5765 -0.6709  0.341
24 H 1.5468 2.8518 -0.1780  0.419
25 H -3.7302 -0.7472 -0.5464  0.364
26 H -2.4470 -0.9172 -1.6908  0.366
27 H -3.0938 0.5801 -1.5794  0.371

Orbital gap = 8.78 eV
E_LUMO = -0.16255 Ha
Net charge = +1

=====

b:
C10H16N | ωB97M-V with the def2-TZVPD basis set

Each line ends with the Mulliken charge.
Positions of all 27 atoms, in Å:
1 C 1.2455 -0.0332 1.0898  -0.268
2 C 0.6310 1.2148 1.0253  -0.177
3 C -0.7266 1.5188 1.0615  -0.220
4 C -1.8157 0.6582 1.0932  -0.268
5 C -1.8151 -0.7300 1.0642  -0.262
6 C -0.7243 -1.5889 1.0393  -0.255
7 C 0.6332 -1.2835 1.0536  -0.239
8 H 2.3386 -0.0361 1.0492  0.561
9 H 1.3033 2.0760 0.9356  0.326
10 H -0.9695 2.5882 1.0681  0.345
11 H -2.8006 1.1343 1.1349  0.343
12 H -2.7994 -1.2077 1.0595  0.337
13 H -0.9664 -2.6577 1.0170  0.348
14 H 1.3111 -2.1445 1.0178  0.334
15 C 1.2237 -1.2988 6.5602  -1.211
16 C 2.3251 -1.1366 5.5251  -0.357
17 C 2.0590 0.0017 4.5387  -0.257
18 N 3.0421 0.1111 3.4978  -0.572
19 H 1.4395 -2.1404 7.2206  0.346
20 H 1.1245 -0.4083 7.1851  0.319
21 H 0.2552 -1.4904 6.0914  0.317
22 H 3.2730 -0.9272 6.0316  0.274
23 H 2.4482 -2.0754 4.9752  0.319
24 H 1.0451 -0.0959 4.1094  0.166
25 H 2.1032 0.9510 5.0910  0.279
26 H 3.2900 -0.7480 3.0234  0.257
27 H 2.9479 0.9042 2.8785  0.214

Orbital gap = 6.38 eV
E_LUMO = -0.20574 Ha
Net charge = +1

=====

Verdict on stability: b comes out on top.

=====

a:
C5H8BrN2 | ωB97M-V with the def2-TZVPD basis set

Each line ends with the Mulliken charge.
Positions of all 16 atoms, in Å:
1 C 0.5592 -1.6824 0.3033  -0.043
2 C -0.2202 -2.0475 -0.6322  -0.448
3 C 0.4132 0.8196 0.2888  0.595
4 C 0.2312 -0.3588 1.1937  -0.768
5 C -1.6667 0.5121 -1.0789  -0.368
6 N -0.4591 1.0498 -0.7388  -0.143
7 N 1.6153 1.4539 0.3763  -0.435
8 Br -2.9545 0.1079 0.2245  0.011
9 H 1.4406 -2.1822 0.7448  0.326
10 H -0.9158 -2.3938 -1.4193  0.403
11 H -0.7947 -0.4753 1.3239  0.156
12 H 0.8085 -0.5890 1.9912  0.511
13 H -1.9130 0.5657 -2.1718  0.392
14 H -0.0566 1.7273 -1.4522  0.261
15 H 2.1619 1.1208 1.2141  0.281
16 H 1.7506 2.3717 -0.1672  0.268

Orbital gap (alpha / beta) = 7.23 / 7.98 eV
E_LUMO (alpha / beta) = -0.17319 / -0.14738 Ha
Net charge = +1

=====

b:
C5H8BrN2 | ωB97M-V with the def2-TZVPD basis set

Each line ends with the Mulliken charge.
Positions of all 16 atoms, in Å:
1 C 0.2032 -1.6789 0.3624  -0.387
2 C -0.9795 -1.6363 -0.2707  -0.407
3 C 0.6417 0.8365 0.0276  0.464
4 C 0.9867 -0.4488 0.7437  -0.515
5 C -1.6247 -0.4491 -0.8047  -0.115
6 N -0.3600 0.9055 -0.7320  -0.329
7 N 1.3393 1.9650 0.2408  -0.407
8 Br -3.1719 0.1863 0.1788  0.025
9 H 0.7401 -2.4151 0.8825  0.424
10 H -1.7161 -2.3802 -0.5040  0.409
11 H 0.8290 -0.0567 1.8628  0.329
12 H 2.0076 -0.7471 0.6318  0.415
13 H -1.7281 -0.5514 -1.8063  0.408
14 H -0.6490 1.8192 -1.1010  0.219
15 H 2.3222 1.7845 0.4193  0.249
16 H 1.1595 2.8667 -0.1312  0.218

Orbital gap = 10.75 eV
E_LUMO = -0.12511 Ha
Net charge = +1

=====

Verdict on stability: b comes out on top.

=====

a:
C4H15N3O | ωB97M-V with the def2-TZVPD basis set

Each line ends with the Mulliken charge.
Positions of all 23 atoms, in Å:
1 C 1.1850 -0.6681 -0.3057  0.968
2 C 2.5566 -0.1737 -0.7079  -1.445
3 C 0.5586 1.4229 0.5865  -1.405
4 C 1.0995 -1.4422 0.9961  -0.957
5 O 0.3959 -0.9879 -1.2455  -0.765
6 H -0.9577 -0.5639 -0.8972  0.470
7 H 3.1214 0.2372 0.1273  0.324
8 H 2.4681 0.5692 -1.4984  0.341
9 H 3.1068 -1.0304 -1.1116  0.425
10 H 1.6419 -0.9547 1.8043  0.261
11 H 1.4479 1.3583 1.2081  0.435
12 H -0.1801 1.9261 1.2314  0.415
13 H 0.7687 2.0861 -0.2549  0.222
14 H 0.0593 -1.5798 1.2866  0.252
15 H 1.5400 -2.4313 0.8235  0.369
16 N -1.6467 0.1163 -0.3632  0.193
17 N -2.3958 -0.5894 0.6182  -0.568
18 N -2.3208 0.9742 -1.2681  -0.676
19 H -0.7023 0.6737 0.1391  0.156
20 H -3.0907 -1.1798 0.1692  0.248
21 H -2.8642 0.0736 1.2288  0.250
22 H -2.7904 1.7137 -0.7549  0.239
23 H -3.0009 0.4502 -1.8116  0.248

Orbital gap = 8.20 eV
E_LUMO = 0.02351 Ha

=====

b:
C4H15N3O | ωB97M-V with the def2-TZVPD basis set

Each line ends with the Mulliken charge.
Positions of all 23 atoms, in Å:
1 C -0.9436 0.0464 1.4557  -0.544
2 N -0.4928 1.3769 1.8918  -0.356
3 C 2.5423 0.7149 0.2543  -0.507
4 N 2.8218 -0.4088 -0.6150  -0.455
5 C -1.7447 0.2081 0.1342  0.353
6 C -1.1025 1.0637 -0.9584  -1.371
7 N -2.0891 -1.0267 -0.5462  -0.683
8 H -1.5739 -0.4589 2.2102  0.425
9 H -0.0879 -0.6034 1.2950  0.358
10 H 0.0513 0.9937 2.6812  0.344
11 H 3.4559 1.2239 0.5221  0.374
12 H 1.9671 0.4552 1.1570  0.044
13 H 3.4947 -1.0557 -0.0516  0.244
14 H 1.9468 -0.9763 -0.9043  0.363
15 H -2.5845 0.7887 0.4139  0.371
16 H -0.2266 0.6569 -1.4552  0.228
17 H -1.8247 1.2252 -1.7652  0.357
18 H -0.8835 2.0504 -0.5410  0.433
19 H -1.3169 -1.4091 -0.9815  0.296
20 H -2.5440 -1.8390 0.0261  0.252
21 H 0.5996 -1.9468 -2.2059  0.177
22 H 1.8312 1.3174 -0.3101  0.190
23 O 0.4383 -1.5263 -1.3150  -0.895

Orbital gap = 3.57 eV
E_LUMO = -0.16727 Ha

=====

c:
C4H15N3O | ωB97M-V with the def2-TZVPD basis set

Each line ends with the Mulliken charge.
Positions of all 23 atoms, in Å:
1 N 1.8443 -0.4779 -1.6915  -0.647
2 C 0.8605 0.5204 -2.1359  -0.684
3 C -0.2376 0.8758 -1.0880  -0.797
4 C -0.6899 -0.2887 -0.1695  0.536
5 N -1.4791 -1.3039 -0.9958  -0.606
6 C -1.5393 0.2349 1.0256  -1.016
7 N -1.2989 -0.4767 2.2660  -0.512
8 H 1.4019 -1.3809 -1.6327  0.342
9 H 2.1841 -0.2362 -0.7786  0.223
10 H 0.3661 0.0655 -3.0273  0.313
11 H 1.3280 1.4481 -2.6261  0.319
12 H 0.2316 1.6446 -0.4139  0.329
13 H -1.0774 1.3718 -1.5501  0.423
14 H 0.2152 -0.8231 0.2207  0.140
15 H -2.0585 -1.8813 -0.3233  0.268
16 H -2.1055 -0.8461 -1.6977  0.266
17 H -1.2837 1.2989 1.1027  0.356
18 H -2.6560 0.3455 0.8472  0.316
19 H -1.6504 -1.3611 2.2973  0.205
20 H -0.3526 -0.3363 2.6161  0.216
21 O 2.0722 0.7668 2.2347  -0.561
22 H 2.4448 1.5254 2.7270  0.307
23 H 2.6088 0.7860 1.5168  0.265

Orbital gap = 9.14 eV
E_LUMO = 0.02126 Ha

=====

Verdict on stability: c comes out on top.

=====

a:
CHCl3OSi | ωB97M-V with the def2-TZVPD basis set

Each line ends with the Mulliken charge.
Positions of all 7 atoms, in Å:
1 O -1.5544 -1.1272 0.6326  -0.374
2 C -1.0690 -0.5027 -0.2633  -0.058
3 Si 0.6069 0.4469 0.1087  0.774
4 Cl 0.3481 1.9973 1.3269  -0.176
5 Cl 1.6312 -1.1418 1.1364  -0.268
6 Cl 1.4867 0.6488 -1.6384  -0.188
7 H -1.4495 -0.3213 -1.3029  0.289

Orbital gap = 9.60 eV
E_LUMO = -0.00560 Ha

=====

b:
CHCl3OSi | ωB97M-V with the def2-TZVPD basis set

Each line ends with the Mulliken charge.
Positions of all 7 atoms, in Å:
1 O -1.5802 1.5321 -0.4290  -0.377
2 C -1.1962 0.3598 -0.3406  -0.055
3 Si 0.5967 -0.0667 0.3580  0.749
4 Cl 0.8601 -0.7286 2.3278  -0.175
5 Cl 1.2606 -2.0804 -1.0168  -0.383
6 Cl 1.9087 1.3847 -0.2708  -0.158
7 H -1.8497 -0.4009 -0.6286  0.399

Orbital gap = 9.60 eV
E_LUMO = -0.04100 Ha

=====

Verdict on stability: a comes out on top.

=====

a:
C3H12N2S | ωB97M-V with the def2-TZVPD basis set

Each line ends with the Mulliken charge.
Positions of all 18 atoms, in Å:
1 C -0.1005 -3.9455 1.7475  -0.803
2 S -0.1666 -2.6359 3.0462  -0.503
3 C 0.2458 -1.2651 2.0131  -1.530
4 H -0.6794 -4.7520 2.0869  0.303
5 H 0.9067 -4.2311 1.6808  0.237
6 H -0.4606 -3.4175 0.8585  0.267
7 H -0.2075 -1.2617 0.9654  0.372
8 H -0.1873 -0.4677 2.4466  0.598
9 H 1.2784 -1.1306 1.6781  0.432
10 N 1.1217 3.6984 -3.5874  -0.490
11 C 0.1402 2.8093 -3.0271  -1.575
12 N -1.0921 3.5691 -2.6946  -0.643
13 H 0.9712 4.1186 -4.4793  0.268
14 H 1.6208 4.3175 -2.8979  0.205
15 H -0.1957 2.2828 -4.0284  0.432
16 H 0.5432 2.3065 -2.1767  0.863
17 H -1.1970 4.1667 -1.7738  0.293
18 H -1.6468 3.7774 -3.5267  0.274

Orbital gap (alpha / beta) = 2.04 / 8.86 eV
E_LUMO (alpha / beta) = 0.12215 / 0.13234 Ha
Spin multiplicity = 2
Net charge = -1

=====

b:
C3H12N2S | ωB97M-V with the def2-TZVPD basis set

Each line ends with the Mulliken charge.
Positions of all 18 atoms, in Å:
1 C 0.3174 1.0206 -2.3636  -1.632
2 C -0.9333 0.2942 -1.8718  1.045
3 S -1.5328 -1.0010 -2.9853  -0.322
4 H 1.0243 0.3166 -2.7972  0.378
5 H 0.0443 1.7798 -3.1036  0.175
6 H 0.8157 1.4918 -1.5255  0.757
7 H -1.7589 0.9929 -1.7311  0.918
8 H -0.7790 -0.1205 -0.8856  -1.284
9 H -0.3470 -1.6171 -3.1196  0.107
10 N -0.4416 -0.2987 3.1632  -1.169
11 C 0.0695 -0.7138 1.8575  -1.883
12 N 1.3921 -0.2080 1.4933  -0.970
13 H 0.2556 -0.3135 3.8854  0.582
14 H -1.0639 0.4906 3.1764  0.592
15 H -0.6802 -0.4149 1.1253  0.583
16 H 0.1004 -1.7972 1.8896  0.055
17 H 2.0924 -0.6766 2.0533  0.614
18 H 1.4250 0.7747 1.7392  0.452

Orbital gap (alpha / beta) = 1.87 / 8.27 eV
E_LUMO (alpha / beta) = 0.11757 / 0.11693 Ha
Spin multiplicity = 2
Net charge = -1

=====

Verdict on stability: b comes out on top.

=====

a:
C5H15N5O10 | ωB97M-V with the def2-TZVPD basis set

Each line ends with the Mulliken charge.
Positions of all 35 atoms, in Å:
1 C -16.0928 12.9183 3.0187  -0.680
2 N -17.0217 12.0224 2.2948  0.995
3 O -17.6982 11.2607 2.9619  -0.555
4 O -17.0661 12.1047 1.0876  -0.553
5 H -15.3782 12.3314 3.5848  0.223
6 H -16.6596 13.5311 3.7136  0.236
7 H -15.5827 13.5444 2.2927  0.376
8 C -13.6052 15.8820 5.4338  -0.754
9 N -12.7845 14.6471 5.4130  0.902
10 O -12.9001 13.8959 6.3506  -0.525
11 O -12.0606 14.4743 4.4500  -0.524
12 H -14.2711 15.8740 4.5772  0.259
13 H -12.9333 16.7336 5.3914  0.311
14 H -14.1629 15.8944 6.3642  0.323
15 C -11.7463 15.3580 1.1939  -0.621
16 N -13.1252 15.1292 0.6851  0.846
17 O -13.9611 14.8040 1.5097  -0.535
18 O -13.3357 15.3075 -0.4941  -0.517
19 H -11.5607 14.6189 1.9669  0.226
20 H -11.7263 16.3624 1.6022  0.253
21 H -11.0243 15.2235 0.3970  0.309
22 C -19.7921 9.6776 0.7902  -0.586
23 N -20.0576 8.2353 1.0477  0.881
24 O -19.1436 7.5633 1.4844  -0.529
25 O -21.1671 7.8181 0.7972  -0.550
26 H -18.8857 9.9381 1.3165  0.234
27 H -20.6389 10.2272 1.1955  0.272
28 H -19.7779 9.8237 -0.2840  0.276
29 C -14.5914 10.8472 7.4877  -0.781
30 N -15.4455 11.9857 7.0058  0.903
31 O -16.0866 11.7997 5.9912  -0.522
32 O -15.4017 13.0233 7.6255  -0.511
33 H -14.1025 10.4423 6.6115  0.300
34 H -15.2451 10.1105 7.9446  0.306
35 H -13.9140 11.2643 8.2222  0.312

Orbital gap = 10.44 eV
E_LUMO = -0.00621 Ha

=====

b:
C5H15N5O10 | ωB97M-V with the def2-TZVPD basis set

Each line ends with the Mulliken charge.
Positions of all 35 atoms, in Å:
1 C -9.1820 -1.8904 -13.9156  -0.711
2 N -10.1005 -2.8932 -13.2205  0.901
3 O -10.0553 -2.8930 -12.0306  -0.576
4 O -10.7360 -3.7102 -13.8557  -0.559
5 H -9.5865 -0.9397 -13.5680  0.197
6 H -9.2760 -1.9562 -14.9995  0.459
7 H -8.1442 -2.1547 -13.7127  0.249
8 C -9.4828 2.3121 -19.9060  -0.861
9 N -8.7076 1.0766 -20.1505  1.000
10 O -8.5900 0.7062 -21.3196  -0.663
11 O -8.2550 0.4838 -19.1629  -0.267
12 H -9.3005 2.9269 -20.7874  0.436
13 H -9.0342 2.8077 -19.0450  0.195
14 H -10.5344 2.1639 -19.6604  0.255
15 C -11.5367 0.5849 -16.7350  -0.588
16 N -10.7389 0.9037 -17.9183  0.718
17 O -11.2472 0.6499 -18.9721  -0.650
18 O -9.6394 1.4221 -17.7263  -0.470
19 H -11.7938 1.4903 -16.1852  0.288
20 H -10.9762 -0.0561 -16.0545  0.027
21 H -12.3704 -0.0282 -17.0770  0.361
22 C -7.5476 0.3746 -17.2041  0.221
23 N -8.6139 -0.5664 -16.7970  1.208
24 O -9.4330 -0.9320 -17.6340  -0.546
25 O -8.6003 -1.0471 -15.6902  -0.680
26 H -6.8449 -0.2264 -17.7813  0.470
27 H -7.0430 0.8129 -16.3432  0.391
28 H -8.0449 1.1538 -17.7818  -1.070
29 C -6.8814 3.8823 -18.8173  -0.688
30 N -7.1756 2.6470 -17.9414  0.898
31 O -8.2752 2.6079 -17.3532  -0.324
32 O -6.2441 1.8044 -17.8761  -0.515
33 H -5.9970 3.6863 -19.4235  0.312
34 H -6.8192 4.7494 -18.1598  0.288
35 H -7.8273 3.8842 -19.3588  0.296

Orbital gap = 8.30 eV
E_LUMO = -0.03975 Ha

=====

Verdict on stability: a comes out on top.